Entry w
# C4H7ClN2

The molecule C4H7ClN2 (ωB97M-V/def2-TZVPD, the Open Molecules 2025 dataset).

```
14
C4H7ClN2 (ωB97M-V/def2-TZVPD)
C 1.128 -0.228 0.551
C 0.536 1.145 -0.040
C 0.354 -1.329 -0.106
C -0.831 0.726 -0.477
N -0.968 -0.844 -0.507
N -1.608 0.022 0.484
Cl -3.291 0.180 0.183
H 2.149 -0.404 0.298
H 1.045 -0.281 1.661
H 0.582 1.909 0.669
H 1.190 1.439 -0.906
H 0.711 -1.428 -1.132
H 0.207 -2.294 0.514
H -1.206 1.387 -1.192
```

Values from the calculation:
Frontier orbital gap ... 10.41 eV
Spin multiplicity ... 1
Structure (SMILES) ... ClN1[C@H]2CCCN21

***

Entry x
# C4H7ClN2

The molecule C4H7ClN2 (ωB97M-V/def2-TZVPD, the Open Molecules 2025 dataset).

```
14
C4H7ClN2 (ωB97M-V/def2-TZVPD)
C 0.442 2.025 -0.769
C 0.969 0.066 0.535
C -1.274 -0.284 0.801
C -0.097 -1.926 -0.533
N 1.151 1.319 0.019
N -0.173 -0.836 0.220
Cl -2.854 -0.981 0.600
H 0.721 3.062 -0.985
H 1.946 -0.443 0.421
H 0.905 0.229 1.631
H -1.207 0.618 1.219
H -0.339 1.742 -1.526
H 0.888 -2.364 -0.706
H -1.078 -2.227 -0.929
```

Values from the calculation:
Frontier orbital gap ... 7.76 eV
Spin multiplicity ... 1

***

Stability check: which of them is most stable? entry w.

***

Entry w
# C4H7ClN2

A cluster of 2 separate species, C4H7ClN2 in total (ωB97M-V/def2-TZVPD, the Open Molecules 2025 dataset).

```
14
C4H7ClN2 (ωB97M-V/def2-TZVPD)
C 0.792 -1.288 0.629
C 1.293 1.031 1.322
C -2.152 -0.911 -0.612
C 1.387 -0.012 0.293
N 0.299 -2.316 0.652
N 1.834 0.085 -0.886
Cl -1.947 0.431 0.509
H 1.399 2.093 0.807
H 1.940 0.798 2.217
H 0.398 1.073 1.900
H -2.982 -0.521 -1.371
H -1.168 -1.062 -1.220
H -2.406 -1.904 -0.144
H 1.866 -0.629 -1.582
```

Values from the calculation:
Frontier orbital gap ... 10.80 eV
Spin multiplicity ... 1
Structure (SMILES) ... [H]/N=C(/C)C#N.CCl

***

Entry x
# C4H7ClN2

The molecule C4H7ClN2 (ωB97M-V/def2-TZVPD, the Open Molecules 2025 dataset).

```
14
C4H7ClN2 (ωB97M-V/def2-TZVPD)
C 1.388 -0.397 -0.422
C 0.098 -0.251 0.351
C 2.083 1.453 0.677
C -1.160 -0.287 -0.595
N 2.289 0.444 -0.290
N 0.177 0.781 1.251
Cl 1.904 3.062 0.034
H 1.297 -1.310 -0.957
H 0.173 -1.144 0.923
H 2.464 1.327 1.667
H -1.057 -1.150 -1.278
H -1.083 0.492 -1.241
H -2.153 -0.084 -0.013
H -0.450 1.540 1.032
```

Values from the calculation:
Frontier orbital gap (alpha / beta) ... 9.61 / 9.61 eV
Spin multiplicity ... 1

***

Stability check: which of them is most stable? entry w.

***

Entry w
# C7H12N2O5

The molecule C7H12N2O5 (ωB97M-V/def2-TZVPD, the Open Molecules 2025 dataset).

```
26
C7H12N2O5 (ωB97M-V/def2-TZVPD)
C -0.608 -0.768 -1.026
C -0.908 0.181 0.167
C 0.473 -1.769 -0.660
C 1.628 -1.136 -0.026
C 2.785 -2.100 0.181
C -1.158 2.536 0.662
C -2.381 2.732 1.521
H 0.343 0.197 -2.545
H -1.013 -0.437 -3.056
H -1.502 -1.401 -1.008
H 0.888 -2.344 -1.556
H 0.103 -2.531 0.046
H 1.315 -0.889 0.987
H 2.129 -0.322 -0.568
H 4.558 -2.239 0.839
H -1.070 1.507 -1.171
H -1.112 3.506 0.199
H -0.277 2.514 1.430
H -2.095 0.937 2.214
N -0.650 0.047 -2.285
N -1.256 1.396 -0.222
O -0.862 -0.241 1.350
O 2.576 -3.254 0.255
O 3.937 -1.522 0.638
O -3.011 3.753 1.423
O -2.833 1.641 2.213
```

Values from the calculation:
Frontier orbital gap ... 10.32 eV
Spin multiplicity ... 1
Structure (SMILES) ... N[C@@H](CCC(=O)O)C(=O)NCC(=O)O

***

Entry x
# C7H12N2O5

The molecule C7H12N2O5 (ωB97M-V/def2-TZVPD, the Open Molecules 2025 dataset).

```
26
C7H12N2O5 (ωB97M-V/def2-TZVPD)
C -2.206 -2.293 -0.383
C -1.109 -1.164 -0.506
C -0.453 1.054 0.458
C -1.225 2.148 -0.183
C 1.058 1.155 -0.002
C 2.245 0.618 0.856
C 3.128 -0.434 0.082
H -2.314 -2.817 1.628
H -3.716 -2.942 0.713
H -1.856 -3.245 -0.675
H -2.951 -1.924 -1.140
H -1.864 -0.204 1.176
H -0.383 1.355 1.535
H 1.120 2.239 -0.140
H 0.970 0.544 -1.026
H 2.905 1.433 1.065
H 1.857 0.215 1.804
H 1.598 -1.600 -0.254
H -3.121 2.590 -0.162
N -2.903 -2.268 0.970
N -1.211 -0.150 0.364
O -0.173 -1.267 -1.249
O -0.758 3.128 -0.686
O 4.350 -0.288 0.164
O 2.552 -1.679 -0.379
O -2.480 1.953 0.174
```

Values from the calculation:
Frontier orbital gap ... 10.15 eV
Spin multiplicity ... 1
Structure (SMILES) ... NCC(=O)N[C@@H](CCC(=O)O)C(=O)O

***

Stability check: which of them is most stable? entry w.

***

Entry w
# ClFH2NOP

A structure of composition ClFH2NOP (ωB97M-V/def2-TZVPD, the Open Molecules 2025 dataset).

```
7
ClFH2NOP (ωB97M-V/def2-TZVPD)
N 0.496 1.249 0.002
O -0.222 -1.081 0.885
F -1.787 -0.330 -0.615
P -0.146 -0.097 -0.315
Cl 0.777 -1.831 -2.326
H 0.428 2.124 -0.611
H -0.937 -1.655 0.639
```

Values from the calculation:
Frontier orbital gap ... 8.19 eV
Spin multiplicity ... 1

***

Entry x
# ClFH2NOP

A cluster of 2 separate species, ClFH2NOP in total (ωB97M-V/def2-TZVPD, the Open Molecules 2025 dataset).

```
7
ClFH2NOP (ωB97M-V/def2-TZVPD)
N -1.662 0.049 1.346
O 0.543 -1.004 -0.526
F 0.310 1.313 -1.196
P 0.682 0.394 0.144
Cl 2.694 0.315 0.037
H -2.295 0.279 0.570
H -0.273 -1.347 -0.376
```

Values from the calculation:
Frontier orbital gap (alpha / beta) ... 8.20 / 8.35 eV
Spin multiplicity ... 1

***

Entry y
# ClFH2NOP

A structure of composition ClFH2NOP (ωB97M-V/def2-TZVPD, the Open Molecules 2025 dataset).

```
7
ClFH2NOP (ωB97M-V/def2-TZVPD)
N 1.352 -0.494 -0.855
O 0.390 0.220 1.394
F -0.506 1.422 -0.539
P 0.134 0.021 -0.120
Cl -2.287 -1.075 0.037
H 1.155 -0.254 -1.926
H -0.237 0.161 2.008
```

Values from the calculation:
Frontier orbital gap ... 9.18 eV
Spin multiplicity ... 1

***

Stability check: which of them is most stable? entry y.

***

Entry w
# C7H14N2

A cluster of 2 separate species, C7H14N2 in total (ωB97M-V/def2-TZVPD, the Open Molecules 2025 dataset).

```
23
C7H14N2 (ωB97M-V/def2-TZVPD)
C 0.086 2.293 2.210
C 2.978 2.234 0.140
C 1.102 2.392 1.128
C 1.104 3.343 0.140
N 2.290 1.714 1.122
N 2.303 3.233 -0.476
H 3.913 1.924 -0.312
H 2.555 3.719 -1.338
H 0.313 4.043 -0.043
H -0.130 1.252 2.475
H -0.852 2.786 1.968
H 0.441 2.748 3.142
C -1.169 -2.357 -0.953
C -2.693 -2.465 -1.101
C -0.436 -3.686 -0.771
H -0.705 -1.760 -1.731
H -1.014 -1.804 -0.031
H -3.219 -2.167 -0.198
H -0.839 -4.493 -1.387
H -3.031 -3.485 -1.310
H -3.083 -1.827 -1.898
H 0.618 -3.576 -1.028
H -0.532 -4.062 0.252
```

Values from the calculation:
Frontier orbital gap (alpha / beta) ... 2.10 / 7.98 eV
Spin multiplicity ... 2
Charge ... -1

***

Entry x
# C7H14N2

A cluster of 2 separate species, C7H14N2 in total (ωB97M-V/def2-TZVPD, the Open Molecules 2025 dataset).

```
23
C7H14N2 (ωB97M-V/def2-TZVPD)
C -2.004 2.733 0.199
C -2.040 -0.119 -1.966
C -1.823 1.429 -0.472
C -1.591 0.222 0.135
N -2.103 1.186 -1.781
N -1.680 -0.765 -0.807
H -2.209 -0.614 -2.901
H -1.730 -1.761 -0.604
H -1.103 0.011 1.062
H -1.061 3.023 0.713
H -2.701 2.649 1.037
H -2.246 3.549 -0.476
C 1.615 -0.976 0.033
C 3.123 -1.069 -0.136
C 1.089 -1.048 1.472
H 1.354 0.040 -0.273
H 1.188 -1.833 -0.508
H 3.488 -1.202 -1.153
H 0.575 -0.197 1.902
H 3.580 -1.928 0.388
H 3.623 -0.180 0.272
H 0.722 -2.064 1.652
H 1.934 -1.088 2.212
```

Values from the calculation:
Frontier orbital gap (alpha / beta) ... 2.73 / 8.74 eV
Spin multiplicity ... 2
Charge ... -1

***

Stability check: which of them is most stable? entry w.

***

Entry w
# C2H4NO2

A cluster of 2 separate species, C2H4NO2 in total (ωB97M-V/def2-TZVPD, the Open Molecules 2025 dataset).

```
9
C2H4NO2 (ωB97M-V/def2-TZVPD)
C -1.743 1.026 0.038
C 1.484 -0.114 0.001
N 1.352 -1.348 -0.106
O 1.673 0.999 0.076
O -0.943 0.075 -0.005
H -2.775 0.990 -0.131
H -1.501 2.053 0.076
H 2.038 -2.066 0.093
H 0.415 -1.616 -0.041
```

Values from the calculation:
Frontier orbital gap ... 10.36 eV
Spin multiplicity ... 1
Charge ... +1

***

Entry x
# C2H4NO2

A cluster of 2 separate species, C2H4NO2 in total (ωB97M-V/def2-TZVPD, the Open Molecules 2025 dataset).

```
9
C2H4NO2 (ωB97M-V/def2-TZVPD)
C -0.638 0.593 1.184
C 0.232 0.064 0.144
N -0.126 -0.474 -1.231
O -1.298 0.299 2.084
O -0.082 1.490 0.394
H 2.357 -0.226 2.247
H -0.641 0.276 -1.794
H -0.679 -1.367 -1.260
H 0.875 -0.655 -1.768
```

Values from the calculation:
Frontier orbital gap (alpha / beta) ... 10.85 / 7.60 eV
Spin multiplicity ... 1
Charge ... +1

***

Stability check: which of them is most stable? entry w.

***

Entry w
# C2H5N4

The ion C2H5N4 with charge +1 (ωB97M-V/def2-TZVPD, the Open Molecules 2025 dataset).

```
11
C2H5N4 (ωB97M-V/def2-TZVPD)
C 0.794 -1.283 0.023
C -0.869 0.487 0.040
N 1.882 -0.644 -0.025
N 1.495 1.060 -0.036
N 0.327 1.428 -0.101
N -0.493 -0.890 -0.246
H 0.880 -2.430 0.047
H -1.405 0.544 1.049
H -1.689 0.767 -0.749
H 0.294 2.519 0.016
H -1.215 -1.559 -0.018
```

Values from the calculation:
Frontier orbital gap ... 9.19 eV
Spin multiplicity ... 1
Structure (SMILES) ... C1=[NH+]CNN=N1
Charge ... +1

***

Entry x
# C2H5N4

A structure of composition C2H5N4 (ωB97M-V/def2-TZVPD, the Open Molecules 2025 dataset).

```
11
C2H5N4 (ωB97M-V/def2-TZVPD)
C 0.595 -1.244 -0.537
C -0.237 1.233 -0.576
N 0.414 -1.437 0.773
N -0.590 -0.422 0.601
N -0.250 -0.208 -0.695
N -0.154 1.074 0.975
H 1.280 -1.788 -1.220
H 0.504 1.837 -1.150
H -1.192 1.625 -0.894
H 0.609 -2.176 1.452
H -0.980 1.508 1.271
```

Values from the calculation:
Frontier orbital gap ... 10.21 eV
Spin multiplicity ... 1
Charge ... +1

***

Stability check: which of them is most stable? entry w.

***

Entry w
# C6H16O

A cluster of 2 separate species, C6H16O in total (ωB97M-V/def2-TZVPD, the Open Molecules 2025 dataset).

```
23
C6H16O (ωB97M-V/def2-TZVPD)
C -1.822 -0.014 1.341
C -0.876 -1.122 0.777
C -0.410 -0.842 -0.657
C 0.521 0.331 -0.872
C 1.791 0.336 0.022
C 2.683 -0.886 -0.189
H -2.654 0.281 0.700
H -2.038 -0.371 2.336
H -1.331 0.972 1.318
H 0.039 -0.963 1.361
H -1.264 -2.085 1.090
H 0.186 -1.716 -0.949
H -1.245 -0.788 -1.350
H 0.127 1.331 -0.647
H 0.884 0.302 -1.902
H 2.364 1.251 -0.116
H 1.474 0.368 1.065
H 2.473 -1.403 -1.129
H 2.680 -1.550 0.671
H 3.736 -0.613 -0.339
H -2.897 1.759 -0.881
H -1.920 2.824 -0.450
O -2.502 2.598 -1.198
```

Values from the calculation:
Frontier orbital gap ... 11.76 eV
Spin multiplicity ... 1
Structure (SMILES) ... CCCCCC.O

***

Entry x
# C6H16O

A cluster of 2 separate species, C6H16O in total (ωB97M-V/def2-TZVPD, the Open Molecules 2025 dataset).

```
23
C6H16O (ωB97M-V/def2-TZVPD)
C 0.549 -1.900 -0.183
C 0.682 -0.987 -1.380
C -0.706 -0.415 -1.466
C -1.331 0.303 -0.311
C -0.608 0.718 1.138
C -1.262 1.998 1.630
H 1.073 -1.451 0.654
H -0.458 -2.159 -0.024
H 1.170 -2.772 -0.163
H 1.621 -0.458 -1.337
H 0.820 -1.717 -2.209
H -0.512 0.345 -2.096
H -1.630 -1.077 -2.006
H -2.282 -0.075 0.006
H -1.795 1.169 -0.607
H -0.779 -0.226 1.674
H 0.517 0.855 1.100
H -0.780 2.290 2.605
H -2.318 1.975 1.767
H -1.008 2.737 0.853
H 3.629 0.453 -0.293
H 2.561 -0.241 0.336
O 2.849 0.635 0.313
```

Values from the calculation:
Frontier orbital gap ... 10.89 eV
Spin multiplicity ... 1
Structure (SMILES) ... CCCCCC.O

***

Entry y
# C6H16O

A cluster of 2 separate species, C6H16O in total (ωB97M-V/def2-TZVPD, the Open Molecules 2025 dataset).

```
23
C6H16O (ωB97M-V/def2-TZVPD)
C 2.235 -0.090 -0.317
C 3.300 -0.921 0.414
O 1.933 -0.661 -1.577
H 1.428 0.224 0.379
H 2.677 0.827 -0.758
H 3.197 -2.028 0.269
H 1.031 -1.009 -1.578
H 3.195 -0.737 1.524
H 4.362 -0.643 0.206
C -1.733 0.178 0.030
C -1.230 1.684 -0.282
C -1.282 -0.629 1.380
C -3.241 0.419 0.217
H -1.425 -0.298 -0.961
H -1.794 2.482 0.278
H -1.836 -0.213 2.301
H -1.828 -1.582 1.369
H -0.203 -0.605 1.520
H -3.780 -0.407 0.744
H -3.458 1.421 0.616
H -1.438 1.923 -1.228
H -0.204 1.891 -0.008
H -3.696 0.195 -0.702
```

Values from the calculation:
Frontier orbital gap ... 11.08 eV
Spin multiplicity ... 1
Structure (SMILES) ... CC(C)C.CCO

***

Stability check: which of them is most stable? entry w.